Entry 1:
C31H25AsCl3GaNO4 | the ωB97M-V functional and the def2-TZVPD basis

Output
- total charge = -1
- LUMO energy (eV) = 2.54
- gap between HOMO and LUMO (eV) = 6.42
- ΔE to the lowest compared entry with this formula, charge and spin (kcal per mole) = 0.0
- E_HOMO (eV) = -3.9

```
66
Properties=species:S:1:pos:R:3:mulliken_charge:R:1
As 0.0816 0.0968 -2.1901 1.14
Ga -0.0300 0.7605 0.5371 0.11
Cl -2.6006 -0.6893 1.4618 1.93
Cl -2.2445 4.8162 -0.2141 -0.23
Cl 2.5096 2.1634 -0.0927 -0.22
O -2.1006 0.1085 2.5482 -0.63
O -3.9440 -0.3600 1.1352 -0.66
O -2.4528 -2.0855 1.7331 -0.67
O -1.7493 -0.3722 0.2619 -0.71
N -0.5617 2.4438 0.2815 -0.17
C 1.4910 3.4993 -0.6127 1.06
C -1.5258 3.0165 -4.8084 -0.76
C 0.7784 -3.0008 1.1519 -0.50
C 1.3830 5.6531 -1.6641 -0.58
C 2.1140 4.5409 -1.2743 -0.46
C 3.3960 -0.9926 -4.5764 -0.62
C 1.0900 -4.1559 0.4472 -0.61
C -2.6923 3.3826 -4.1523 -0.50
C -0.7448 -1.5260 -2.8711 -0.29
C 0.0976 3.4263 -0.2875 -0.76
C 4.1120 0.1904 -4.6831 -0.52
C -0.5682 4.6482 -0.6673 0.32
C 1.3810 -1.7810 0.8387 0.47
C 2.4272 1.3166 -3.3881 -0.51
C -1.4605 -3.7875 -2.4702 -1.00
C 2.2998 -1.7587 -0.2150 -0.01
C -1.1919 -1.6227 -4.1863 0.00
C 1.6968 0.1338 -3.2851 0.34
C 2.6122 -2.9124 -0.9194 -0.48
C -0.8927 -2.6049 -2.0116 -0.18
C -1.7612 -2.8011 -4.6421 -0.74
C 3.6230 1.3459 -4.0897 -0.91
C -3.0269 2.7790 -2.9489 -0.58
C -1.8912 -3.8873 -3.7838 -0.49
C -1.0301 1.4427 -3.0535 0.33
C 2.0084 -4.1196 -0.5914 -0.55
C 2.1933 -1.0207 -3.8821 -0.80
C -2.1973 1.8170 -2.3935 -0.65
C -0.6972 2.0479 -4.2609 -0.05
C 1.0291 -0.5332 1.5902 -1.11
C 0.0292 5.6928 -1.3305 -0.55
H 1.8542 6.4781 -2.1799 0.39
H 2.7650 -0.8186 -0.4936 0.36
H -3.9195 3.0803 -2.4172 0.45
H -1.5700 -4.6243 -1.7916 0.46
H 0.4403 -0.7734 2.4752 0.59
H 4.1758 2.2744 -4.1642 0.43
H -1.2523 3.4922 -5.7423 0.40
H -2.1086 -2.8719 -5.6656 0.40
H -0.5739 -2.5231 -0.9802 0.67
H -0.5733 6.5572 -1.5804 0.39
H -2.3400 -4.8067 -4.1397 0.38
H 0.0287 -3.0332 1.9354 0.26
H 0.2108 1.7719 -4.7813 0.40
H -1.1033 -0.7713 -4.8520 0.40
H 2.0613 2.2236 -2.9208 0.74
H 1.6410 -1.9489 -3.8040 0.41
H 2.2454 -5.0186 -1.1467 0.40
H 0.6009 -5.0871 0.7081 0.39
H 3.3262 -2.8630 -1.7324 0.47
H -3.3313 4.1509 -4.5695 0.37
H 3.7727 -1.8989 -5.0352 0.40
H -2.4467 1.3805 -1.4315 0.32
H 5.0499 0.2113 -5.2244 0.36
H 3.1775 4.4776 -1.4690 0.40
H 1.9316 -0.0107 1.9147 0.56
```



Entry 2:
C14H19BMnN8O7P2 | the ωB97M-V functional and the def2-TZVPD basis

Output
- total charge = +2
- 2S+1 = 6
- LUMO energy (alpha / beta) (eV) = -8.16 / -11.02
- ⟨S²⟩ = 8.805
- gap between HOMO and LUMO (alpha / beta) (eV) = 5.74 / 2.88
- E_HOMO (alpha / beta) (eV) = -13.9 / -13.9

```
52
Properties=species:S:1:pos:R:3:lowdin_spin:R:1
Mn 0.0182 -0.0649 0.0201 3.81
P 0.7515 -3.0979 0.8771 0.11
P 0.6882 -0.9641 3.1116 0.04
O 0.3322 -4.4635 0.5910 0.18
O 2.2434 -0.9437 3.2978 0.00
O 0.0458 -1.9108 0.2527 0.11
O 2.3184 -2.8084 0.8261 0.03
O 0.1643 -0.0179 2.0809 0.04
O 0.1138 -0.6398 4.5284 0.03
O 1.3707 -3.5034 3.4969 0.27
N 1.2666 0.7515 -2.5846 0.00
N -0.0838 2.2998 -4.0183 0.00
N -0.0915 1.8634 -0.2057 -0.05
N 1.5776 0.1078 -1.4348 0.04
N -1.2697 0.6504 -2.5554 0.00
N -0.0890 1.4496 -5.0763 0.00
N -1.4219 -0.1121 -1.4508 0.01
N -0.0618 2.4878 -1.4051 0.00
C 2.7690 -0.4697 -1.6065 0.01
C -0.0496 4.0529 0.1752 0.00
C -2.5434 -0.8275 -1.5935 0.01
C -0.0873 2.2016 -6.1562 0.00
C 0.4422 -2.7995 2.8263 0.24
C -0.0843 2.8005 0.7554 0.01
C -3.1376 -0.5161 -2.8061 0.01
C -0.9476 -3.2995 3.1476 0.02
C -2.2967 0.4217 -3.3832 0.02
C -0.0333 3.8054 -1.1895 0.02
C -0.0604 3.5749 -5.8224 0.00
C -0.0667 3.5914 -4.4558 0.00
C 2.2646 0.5842 -3.4649 0.01
C 3.2496 -0.1897 -2.8788 0.01
B -0.0405 1.5968 -2.6865 0.00
H 2.8254 -3.6203 0.6285 0.00
H -1.1236 -3.2052 4.2214 0.01
H -0.0807 4.4167 -6.4928 0.00
H 4.1824 -0.5028 -3.3131 0.00
H -2.8622 -1.5119 -0.8240 0.00
H 2.2308 1.0152 -4.4497 0.00
H -0.1021 1.7453 -7.1323 0.00
H -1.7140 -2.7641 2.5877 0.00
H -0.0429 5.0093 0.6669 0.00
H -0.1141 2.5213 1.7954 0.00
H 2.6391 -0.1585 3.7186 0.00
H -1.0066 -4.3601 2.9031 0.00
H 3.2306 -1.0264 -0.8087 0.00
H 0.0001 4.5184 -1.9919 0.00
H -4.0500 -0.9144 -3.2125 0.00
H -0.0635 4.4425 -3.7993 0.00
H 2.2581 -3.0887 3.4708 0.00
H -0.8261 -0.4037 4.6249 0.00
H -2.3800 0.9216 -4.3316 0.00
```



Entry 3:
C3H6N2O | the ωB97M-V functional and the def2-TZVPD basis

Output
- LUMO energy (eV) = 0.96
- structure (SMILES) = NC(=O)N1CC1
- gap between HOMO and LUMO (eV) = 10.69
- ΔE to the lowest compared entry with this formula, charge and spin (kcal per mole) = 29.5
- E_HOMO (eV) = -9.7

```
12
Properties=species:S:1:pos:R:3:mulliken_charge:R:1
O 1.2309 -1.7794 0.1196 -0.60
N 1.9445 0.3914 -0.1670 -0.40
N -0.2721 -0.1410 -0.4596 -0.20
C -1.0901 0.8299 0.2353 -0.35
C 0.9966 -0.6090 -0.1195 0.50
C -1.4977 -0.6045 0.1334 -0.37
H 2.8952 0.0655 -0.2588 0.26
H 1.7058 1.2226 -0.6923 0.23
H -2.1835 -0.9829 -0.6298 0.23
H -0.6966 1.2200 1.1839 0.23
H -1.5482 1.5928 -0.3923 0.24
H -1.4848 -1.2054 1.0472 0.23
```



Copy entry 2 word for word.
C14H19BMnN8O7P2 | the ωB97M-V functional and the def2-TZVPD basis

Output
- total charge = +2
- 2S+1 = 6
- LUMO energy (alpha / beta) (eV) = -8.16 / -11.02
- ⟨S²⟩ = 8.805
- gap between HOMO and LUMO (alpha / beta) (eV) = 5.74 / 2.88
- E_HOMO (alpha / beta) (eV) = -13.9 / -13.9

```
52
Properties=species:S:1:pos:R:3:lowdin_spin:R:1
Mn 0.0182 -0.0649 0.0201 3.81
P 0.7515 -3.0979 0.8771 0.11
P 0.6882 -0.9641 3.1116 0.04
O 0.3322 -4.4635 0.5910 0.18
O 2.2434 -0.9437 3.2978 0.00
O 0.0458 -1.9108 0.2527 0.11
O 2.3184 -2.8084 0.8261 0.03
O 0.1643 -0.0179 2.0809 0.04
O 0.1138 -0.6398 4.5284 0.03
O 1.3707 -3.5034 3.4969 0.27
N 1.2666 0.7515 -2.5846 0.00
N -0.0838 2.2998 -4.0183 0.00
N -0.0915 1.8634 -0.2057 -0.05
N 1.5776 0.1078 -1.4348 0.04
N -1.2697 0.6504 -2.5554 0.00
N -0.0890 1.4496 -5.0763 0.00
N -1.4219 -0.1121 -1.4508 0.01
N -0.0618 2.4878 -1.4051 0.00
C 2.7690 -0.4697 -1.6065 0.01
C -0.0496 4.0529 0.1752 0.00
C -2.5434 -0.8275 -1.5935 0.01
C -0.0873 2.2016 -6.1562 0.00
C 0.4422 -2.7995 2.8263 0.24
C -0.0843 2.8005 0.7554 0.01
C -3.1376 -0.5161 -2.8061 0.01
C -0.9476 -3.2995 3.1476 0.02
C -2.2967 0.4217 -3.3832 0.02
C -0.0333 3.8054 -1.1895 0.02
C -0.0604 3.5749 -5.8224 0.00
C -0.0667 3.5914 -4.4558 0.00
C 2.2646 0.5842 -3.4649 0.01
C 3.2496 -0.1897 -2.8788 0.01
B -0.0405 1.5968 -2.6865 0.00
H 2.8254 -3.6203 0.6285 0.00
H -1.1236 -3.2052 4.2214 0.01
H -0.0807 4.4167 -6.4928 0.00
H 4.1824 -0.5028 -3.3131 0.00
H -2.8622 -1.5119 -0.8240 0.00
H 2.2308 1.0152 -4.4497 0.00
H -0.1021 1.7453 -7.1323 0.00
H -1.7140 -2.7641 2.5877 0.00
H -0.0429 5.0093 0.6669 0.00
H -0.1141 2.5213 1.7954 0.00
H 2.6391 -0.1585 3.7186 0.00
H -1.0066 -4.3601 2.9031 0.00
H 3.2306 -1.0264 -0.8087 0.00
H 0.0001 4.5184 -1.9919 0.00
H -4.0500 -0.9144 -3.2125 0.00
H -0.0635 4.4425 -3.7993 0.00
H 2.2581 -3.0887 3.4708 0.00
H -0.8261 -0.4037 4.6249 0.00
H -2.3800 0.9216 -4.3316 0.00
```



Copy entry 2 word for word.
C14H19BMnN8O7P2 | the ωB97M-V functional and the def2-TZVPD basis

Output
- total charge = +2
- 2S+1 = 6
- LUMO energy (alpha / beta) (eV) = -8.16 / -11.02
- ⟨S²⟩ = 8.805
- gap between HOMO and LUMO (alpha / beta) (eV) = 5.74 / 2.88
- E_HOMO (alpha / beta) (eV) = -13.9 / -13.9

```
52
Properties=species:S:1:pos:R:3:lowdin_spin:R:1
Mn 0.0182 -0.0649 0.0201 3.81
P 0.7515 -3.0979 0.8771 0.11
P 0.6882 -0.9641 3.1116 0.04
O 0.3322 -4.4635 0.5910 0.18
O 2.2434 -0.9437 3.2978 0.00
O 0.0458 -1.9108 0.2527 0.11
O 2.3184 -2.8084 0.8261 0.03
O 0.1643 -0.0179 2.0809 0.04
O 0.1138 -0.6398 4.5284 0.03
O 1.3707 -3.5034 3.4969 0.27
N 1.2666 0.7515 -2.5846 0.00
N -0.0838 2.2998 -4.0183 0.00
N -0.0915 1.8634 -0.2057 -0.05
N 1.5776 0.1078 -1.4348 0.04
N -1.2697 0.6504 -2.5554 0.00
N -0.0890 1.4496 -5.0763 0.00
N -1.4219 -0.1121 -1.4508 0.01
N -0.0618 2.4878 -1.4051 0.00
C 2.7690 -0.4697 -1.6065 0.01
C -0.0496 4.0529 0.1752 0.00
C -2.5434 -0.8275 -1.5935 0.01
C -0.0873 2.2016 -6.1562 0.00
C 0.4422 -2.7995 2.8263 0.24
C -0.0843 2.8005 0.7554 0.01
C -3.1376 -0.5161 -2.8061 0.01
C -0.9476 -3.2995 3.1476 0.02
C -2.2967 0.4217 -3.3832 0.02
C -0.0333 3.8054 -1.1895 0.02
C -0.0604 3.5749 -5.8224 0.00
C -0.0667 3.5914 -4.4558 0.00
C 2.2646 0.5842 -3.4649 0.01
C 3.2496 -0.1897 -2.8788 0.01
B -0.0405 1.5968 -2.6865 0.00
H 2.8254 -3.6203 0.6285 0.00
H -1.1236 -3.2052 4.2214 0.01
H -0.0807 4.4167 -6.4928 0.00
H 4.1824 -0.5028 -3.3131 0.00
H -2.8622 -1.5119 -0.8240 0.00
H 2.2308 1.0152 -4.4497 0.00
H -0.1021 1.7453 -7.1323 0.00
H -1.7140 -2.7641 2.5877 0.00
H -0.0429 5.0093 0.6669 0.00
H -0.1141 2.5213 1.7954 0.00
H 2.6391 -0.1585 3.7186 0.00
H -1.0066 -4.3601 2.9031 0.00
H 3.2306 -1.0264 -0.8087 0.00
H 0.0001 4.5184 -1.9919 0.00
H -4.0500 -0.9144 -3.2125 0.00
H -0.0635 4.4425 -3.7993 0.00
H 2.2581 -3.0887 3.4708 0.00
H -0.8261 -0.4037 4.6249 0.00
H -2.3800 0.9216 -4.3316 0.00
```